Formula: C5H10N3
Source: OMol25
Level of theory: ωB97M-V/def2-TZVPD

```
! wB97M-V def2-TZVPD RIJCOSX def2/J DEFGRID3
* xyz 1 1
C -2.39 0.18 -0.72
N -2.56 0.09 0.53
C -1.17 0.04 0.01
C -0.23 1.53 0.29
N 1.09 1.29 -0.29
C 1.75 0.17 0.23
N 1.01 -1.18 -0.22
C -0.43 -1.25 0.29
H -3.02 0.38 -1.56
H -0.72 2.29 -0.30
H -0.26 1.80 1.38
H 1.07 1.30 -1.39
H 2.85 0.19 -0.10
H 1.65 0.00 1.44
H 1.67 -1.91 0.34
H 1.04 -1.44 -1.20
H -0.39 -1.28 1.46
H -0.97 -2.21 -0.18
*
```

Results
Lowest unoccupied orbital energy: -3.5700 eV
Structure (SMILES): C1=N[C@]12CNC[NH2+]C2
HOMO energy: -0.485 hartree
Energy: -360.3975 Ha


Formula: C21H32Br2ClF3N4O9P2
Source: OMol25
Level of theory: ωB97M-V/def2-TZVPD

```
! wB97M-V def2-TZVPD RIJCOSX def2/J DEFGRID3
* xyz 0 1
C 3.40 0.84 -0.02
C 2.04 1.54 0.21
C 0.84 0.59 0.40
P 1.19 -0.41 1.95
N 0.02 -1.32 2.46
C -0.37 1.35 0.90
O -0.39 2.17 1.73
O -1.46 0.87 0.29
C -1.16 0.22 -0.94
C -2.18 -0.83 -1.37
C -3.53 -0.77 -0.69
C -3.70 -0.76 0.69
C -4.98 -0.74 1.25
C -6.13 -0.75 0.45
C -7.51 -0.76 1.03
C -5.96 -0.77 -0.93
C -4.68 -0.78 -1.49
P -1.39 1.66 -2.10
O -0.63 2.87 -1.71
C 0.34 -0.25 -0.79
Cl 1.23 0.27 -2.31
C 0.59 -1.75 -0.65
C 0.61 -2.56 -1.95
C 0.41 -4.05 -1.78
F 0.46 -4.61 -3.02
Br -1.31 -4.50 -1.01
C 1.56 -4.71 -0.98
F 2.70 -4.46 -1.62
F 1.64 -4.22 0.25
Br 1.38 -6.67 -0.87
H 3.84 1.21 -0.94
H 4.09 1.09 0.77
H 3.32 -0.24 -0.10
H 2.11 2.09 1.14
H 1.87 2.27 -0.56
H 1.57 0.56 2.89
H 2.36 -1.16 1.73
H -0.81 -1.29 1.88
H -2.36 -0.68 -2.43
H -1.80 -1.84 -1.27
H -2.84 -0.77 1.34
H -5.06 -0.72 2.32
H -7.50 -0.98 2.09
H -8.02 0.19 0.89
H -8.09 -1.54 0.56
H -6.83 -0.79 -1.57
H -4.59 -0.80 -2.57
H -1.19 1.20 -3.41
H -2.77 1.88 -2.00
H -0.19 -2.17 -0.01
H 1.52 -1.93 -0.13
H -0.16 -2.21 -2.64
H 1.57 -2.43 -2.44
C 4.92 -3.83 -3.95
N 5.29 -2.64 -4.77
O 4.59 -1.65 -4.67
O 6.26 -2.74 -5.48
H 4.04 -3.58 -3.37
H 4.72 -4.65 -4.64
H 5.76 -4.06 -3.31
C 2.85 5.33 2.20
N 4.14 4.57 2.15
O 4.11 3.45 1.67
O 5.12 5.12 2.59
H 2.07 4.72 1.77
H 2.65 5.56 3.25
H 3.00 6.25 1.63
C -0.84 4.20 4.14
N 0.22 4.54 5.12
O 0.30 3.89 6.14
O 0.96 5.47 4.83
H -1.40 3.36 4.52
H -1.47 5.08 4.02
H -0.35 3.94 3.21
*
```

Results
Lowest unoccupied orbital energy: 0.1288 eV
Structure (SMILES): CC[C@@]1([PH2]=N)C(=O)O[C@@](Cc2ccc(C)cc2)([PH2]=O)[C@]1(Cl)CC[C@](F)(Br)C(F)(F)Br.C[N+](=O)[O-].C[N+](=O)[O-].C[N+](=O)[O-]
HOMO energy: -0.339 hartree
Energy: -8305.8152 Ha


Formula: C3H3NO3
Source: OMol25
Level of theory: ωB97M-V/def2-TZVPD

```
! wB97M-V def2-TZVPD RIJCOSX def2/J DEFGRID3
* xyz 0 1
C -1.10 -0.77 0.58
C -0.31 0.04 -0.28
C 0.25 -0.36 1.07
N -0.17 1.23 2.03
O -2.14 -1.30 0.84
O -0.73 2.12 1.49
O 0.11 1.06 3.17
H 0.24 -0.15 -1.18
H -0.77 1.04 -0.41
H 1.07 -0.93 1.26
*
```

Results
Lowest unoccupied orbital energy: -0.5409 eV
HOMO energy: -0.362 hartree
Energy: -396.3707 Ha


Formula: C5H6N2
Source: OMol25
Level of theory: ωB97M-V/def2-TZVPD

```
! wB97M-V def2-TZVPD RIJCOSX def2/J DEFGRID3
* xyz 0 1
C 1.21 -0.31 -0.21
C 0.57 -1.55 0.47
C -0.52 -0.52 0.62
N -1.65 -0.34 0.02
C -1.60 1.01 -0.34
C -0.41 1.58 -0.01
N 0.34 0.59 0.64
H 0.81 -0.15 -1.23
H 2.28 -0.12 -0.18
H 0.35 -2.43 -0.13
H 1.07 -1.82 1.40
H -2.42 1.46 -0.89
H -0.02 2.58 -0.15
*
```

Results
Lowest unoccupied orbital energy: 1.0240 eV
HOMO energy: -0.329 hartree
Energy: -303.5630 Ha


Formula: CH2N4OS
Source: OMol25
Level of theory: ωB97M-V/def2-TZVPD

```
! wB97M-V def2-TZVPD RIJCOSX def2/J DEFGRID3
* xyz 0 1
H 0.30 2.45 -0.09
N -0.63 2.05 -0.03
C -0.66 0.79 -0.03
O -1.85 0.11 0.08
N -1.56 -1.30 -0.01
N -0.33 -1.41 -0.05
N 0.30 -0.22 -0.01
S 1.99 -0.13 -0.06
H 2.08 0.11 1.22
*
```

Results
Lowest unoccupied orbital energy: 0.2316 eV
Structure (SMILES): [H]/N=c1/onnn1S
HOMO energy: -0.363 hartree
Energy: -731.6570 Ha


Formula: C3H6O4Zn
Source: OMol25
Level of theory: ωB97M-V/def2-TZVPD

```
! wB97M-V def2-TZVPD RIJCOSX def2/J DEFGRID3
* xyz 1 2
O 1.76 -0.21 -1.18
O 3.58 -0.77 0.01
C 2.60 0.06 -0.28
O 2.51 1.13 0.38
H -1.44 1.82 0.14
Zn 0.91 1.45 -0.65
O -0.86 1.17 -0.29
H 3.44 -1.63 -0.42
C -1.45 -0.09 -0.36
C -2.42 -0.46 0.69
H -1.68 -0.90 1.42
H -3.17 -1.18 0.32
H -0.84 -0.79 -0.93
H -2.92 0.41 1.15
*
```

Results
Lowest unoccupied orbital energy (alpha / beta): -5.5146 / -5.4993 eV
HOMO energy (alpha / beta): -0.457 / -0.573 hartree
Energy: -2197.8972 Ha